{
  "formula": "C35H34IN5O5S2Ti",
  "method": "ωB97M-V with the def2-TZVPD basis set",
  "multiplicity": 2,
  "homo_lumo_gap_ev": [4.7, 7.2],
  "total_charge": -1,
  "de_lowest_kj_mol": 214.5,
  "e_homo_ev": [-2.71, -5.17],
  "largest_force_ha_per_bohr": 0.013,
  "s_squared": 0.78,
  "symbols": ["Ti", "C", "C", "N", "C", "C", "C", "O", "C", "C", "N", "C", "C", "C", "C", "C", "C", "I", "C", "O", "H", "H", "H", "H", "H", "H", "H", "H", "H", "H", "H", "H", "C", "C", "C", "C", "C", "C", "C", "S", "O", "O", "N", "C", "C", "C", "C", "C", "C", "C", "C", "N", "C", "H", "H", "H", "H", "H", "H", "H", "H", "H", "H", "H", "H", "H", "S", "C", "N", "C", "C", "C", "C", "O", "H", "H", "H", "H", "H", "H", "H", "H", "H"],
  "positions_angstrom": [[-0.125596, 0.213494, -0.587279], [-0.772283, 0.141126, -4.694651], [0.383225, -0.786966, -4.462808], [1.017194, -1.274264, -5.535670], [2.071432, -2.072899, -5.301717], [2.542088, -2.439036, -4.062990], [3.732270, -3.339865, -3.971681], [4.891634, -2.706440, -3.408092], [1.879474, -1.944959, -2.896005], [2.316014, -2.302580, -1.600332], [1.675899, -1.964684, -0.476088], [2.258247, -2.252566, 0.720839], [3.631210, -2.504634, 0.945961], [4.125408, -2.731146, 2.219255], [3.293731, -2.720968, 3.334603], [1.931091, -2.496244, 3.149184], [1.449114, -2.281958, 1.876026], [-0.573921, -2.032039, 1.488989], [0.788872, -1.093683, -3.174072], [0.107377, -0.523965, -2.141649], [-1.019187, 0.121698, -5.754257], [-1.645410, -0.139074, -4.104795], [-0.517877, 1.166805, -4.415415], [2.575660, -2.455450, -6.186301], [3.537193, -4.201078, -3.329260], [3.965336, -3.717013, -4.972751], [4.903064, -1.805490, -3.748377], [3.206753, -2.921480, -1.543213], [4.310900, -2.483034, 0.103050], [5.187823, -2.905784, 2.346122], [3.690289, -2.889400, 4.326984], [1.251248, -2.500612, 3.991626], [-8.082664, -2.458310, 1.715673], [-6.864983, -2.006766, 0.953755], [-5.591364, -2.161552, 1.500846], [-4.467806, -1.737339, 0.816722], [-4.603822, -1.141677, -0.430526], [-5.858201, -0.976384, -0.991683], [-6.979785, -1.413811, -0.296537], [-3.158636, -0.666986, -1.344659], [-3.627736, 0.138634, -2.442943], [-2.436813, -1.878260, -1.621022], [-2.266904, 0.171528, -0.288193], [-2.822532, 1.328400, 0.289546], [-4.037387, 1.908735, 0.026384], [-4.474441, 3.033426, 0.769698], [-3.721602, 3.581702, 1.764370], [-2.450365, 3.019956, 2.047547], [-1.575561, 3.505178, 3.046242], [-0.363400, 2.911042, 3.241720], [0.005834, 1.834864, 2.406100], [-0.781272, 1.365985, 1.479698], [-2.008585, 1.918667, 1.301160], [-7.941367, -3.457772, 2.129618], [-8.964956, -2.479294, 1.076257], [-8.292318, -1.785970, 2.550463], [-5.479764, -2.623366, 2.475497], [-3.486339, -1.862544, 1.253413], [-5.944606, -0.508881, -1.963381], [-7.962267, -1.288569, -0.737697], [-4.663810, 1.534492, -0.767417], [-5.437801, 3.465474, 0.528358], [-4.064958, 4.441584, 2.325763], [-1.880149, 4.354949, 3.647007], [0.324640, 3.261629, 3.998926], [0.978108, 1.360197, 2.491998], [-0.571443, 4.047740, -3.328080], [-0.550475, 2.854522, -2.238129], [-0.528141, 2.012271, -1.421946], [2.258764, 3.091186, 0.048566], [2.571712, 1.641017, -0.288409], [3.698969, 1.113256, 0.585736], [2.914910, 1.485047, -1.763071], [1.421787, 0.834362, -0.005917], [3.124000, 3.709781, -0.200436], [2.050213, 3.208456, 1.113926], [1.400017, 3.452995, -0.515151], [4.575225, 1.760305, 0.495456], [3.974942, 0.101449, 0.292006], [3.393203, 1.085212, 1.634181], [3.859835, 1.988793, -1.981425], [2.137618, 1.920233, -2.393835], [3.014123, 0.427024, -2.012024]],
  "forces_ev_per_a": [[0.146, -0.085, 0.653], [0.001, -0.033, -0.025], [-0.003, 0.069, -0.276], [0.065, -0.057, 0.068], [-0.095, 0.069, -0.027], [-0.018, 0.017, 0.019], [0.056, -0.025, 0.021], [-0.020, 0.000, -0.071], [0.204, -0.159, -0.027], [-0.145, 0.150, 0.004], [0.042, -0.058, 0.042], [0.064, -0.044, 0.015], [0.026, 0.014, 0.024], [-0.020, 0.014, -0.035], [-0.047, 0.004, -0.043], [0.067, -0.017, -0.005], [0.078, -0.024, -0.051], [-0.201, -0.009, 0.166], [-0.264, 0.181, 0.571], [0.107, -0.242, -0.641], [-0.018, 0.013, 0.009], [0.013, -0.017, 0.008], [0.023, -0.025, -0.010], [-0.005, -0.003, -0.008], [-0.023, -0.006, 0.009], [0.023, -0.013, -0.007], [-0.005, 0.010, 0.030], [0.016, -0.006, -0.031], [0.021, 0.003, 0.034], [-0.003, 0.001, -0.006], [-0.002, -0.001, 0.001], [-0.001, 0.001, -0.001], [-0.005, -0.004, -0.003], [-0.007, -0.009, 0.023], [-0.006, -0.005, 0.013], [-0.051, 0.022, -0.012], [-0.129, -0.055, 0.089], [0.007, -0.052, 0.096], [-0.011, 0.030, -0.069], [-0.013, -0.002, 0.134], [-0.019, -0.036, -0.083], [0.059, 0.012, -0.052], [-0.418, 0.347, -0.199], [0.153, -0.495, -0.096], [-0.161, 0.246, 0.048], [0.024, -0.114, -0.083], [0.110, -0.031, 0.019], [-0.070, 0.130, 0.117], [-0.087, 0.062, -0.003], [0.092, -0.138, -0.065], [0.061, 0.077, 0.174], [-0.180, 0.028, -0.417], [0.134, -0.153, 0.041], [0.015, 0.006, -0.002], [0.012, 0.009, -0.009], [0.010, 0.005, 0.000], [-0.003, 0.000, -0.005], [0.015, 0.002, -0.016], [0.000, 0.001, -0.006], [0.006, -0.001, 0.000], [0.007, 0.018, -0.015], [-0.004, -0.018, -0.016], [0.001, -0.005, 0.008], [-0.008, -0.007, -0.006], [-0.004, -0.005, 0.001], [-0.007, 0.027, -0.014], [0.040, -0.171, 0.163], [-0.113, 0.302, -0.079], [0.013, 0.109, -0.150], [0.035, 0.108, 0.048], [-0.221, -0.306, 0.000], [0.104, 0.014, 0.043], [0.056, 0.025, -0.074], [0.496, 0.345, 0.062], [-0.017, 0.034, 0.006], [0.015, -0.015, -0.001], [0.022, -0.038, -0.007], [0.001, -0.029, 0.003], [-0.020, -0.016, -0.021], [-0.015, 0.027, -0.014], [-0.012, 0.006, -0.024], [-0.008, -0.004, 0.021], [0.019, -0.003, 0.021]],
  "lowdin_charge": [0.9125, -0.0052, -0.2623, 0.0875, -0.1272, -0.1731, -0.2274, -0.0777, -0.1042, -0.0945, -0.0269, -0.3889, -0.0475, -0.1084, -0.1262, -0.1725, -0.6111, 1.1951, -0.2027, -0.1994, 0.0767, 0.0644, 0.0531, 0.1016, 0.1162, 0.1055, 0.0835, 0.0949, 0.1007, 0.0956, 0.0867, 0.0861, -0.0573, -0.2762, -0.0331, -0.0491, -0.2796, -0.0508, -0.0379, 0.5650, -0.2955, -0.3085, -0.2598, -0.2629, -0.0079, -0.0652, -0.0514, -0.1513, -0.0103, -0.0425, -0.1257, 0.0378, -0.1674, 0.0769, 0.0707, 0.0804, 0.1145, 0.0487, 0.1139, 0.1085, 0.0938, 0.1031, 0.1042, 0.1142, 0.1025, 0.1134, 0.5387, -0.9157, 0.0153, -0.0212, -0.6425, -0.0192, -0.0075, -0.2944, 0.0895, 0.0732, 0.0667, 0.0876, 0.0728, 0.0848, 0.0911, 0.0813, 0.0792]
}